[1]
The molecule C12H20O, computed with wB97M-V/def2-TZVPD.

Structure (XYZ):
```
33
Properties=species:S:1:pos:R:3:forces:R:3
O -3.351613 0.296193 -2.951487 -0.112 0.798 -1.295
C -2.622886 0.141251 -1.742537 -1.340 1.503 0.462
C -1.194886 0.458013 -1.877083 1.754 1.037 0.904
C -0.228199 0.253919 -0.637324 -0.721 -1.781 -1.867
C -0.476922 -1.224389 -0.116668 -2.301 1.725 1.757
C 0.383064 -1.475543 1.117110 -0.401 -1.968 0.890
C 1.867775 -1.328862 0.685320 -0.147 0.129 -0.167
C 2.112726 0.116231 0.179870 0.503 -1.315 -0.772
C 1.797386 1.071801 1.312334 -1.656 1.361 0.480
C 0.290674 0.888486 1.777676 0.465 0.018 -0.586
C 0.016236 -0.505415 2.321738 -0.662 -1.058 -2.063
C -0.554616 1.132682 0.523735 -1.494 2.533 1.389
C 1.271381 0.369872 -1.119029 -0.106 1.143 2.452
H -2.810914 0.523702 -3.743914 -0.265 -0.211 1.309
H -3.150373 0.696790 -0.914849 0.475 -0.301 -0.886
H -2.710737 -0.868291 -1.557338 -0.264 -2.303 0.950
H -0.865533 -0.200617 -2.665772 0.626 -0.088 -0.487
H -1.079764 1.501863 -2.178082 0.062 0.070 -0.310
H -1.645454 -1.395297 0.110749 2.576 0.580 -0.242
H -0.247949 -1.941903 -0.833771 0.535 -1.207 -1.586
H 0.194371 -2.560326 1.452436 0.343 1.420 -0.379
H 2.292033 -2.114692 0.014291 -1.087 0.584 -0.296
H 2.505778 -1.530137 1.511151 0.497 0.231 1.346
H 3.188740 0.203360 -0.020650 -0.151 0.060 -0.279
H 1.853032 2.180020 0.980430 0.369 -1.699 0.571
H 2.467076 0.844211 2.153722 0.003 0.426 -0.206
H -0.001349 1.581195 2.568483 0.268 0.447 -0.222
H 0.724194 -0.661768 3.085913 0.701 -0.528 1.285
H -1.050513 -0.719025 2.732694 1.715 0.620 -0.885
H -0.478288 2.270448 0.302019 -0.220 -1.753 -0.058
H -1.612694 0.933656 0.890928 0.884 0.374 -0.861
H 1.624951 1.372512 -1.442983 -0.933 -0.246 -0.104
H 1.493272 -0.309940 -1.919112 0.081 -0.605 -0.244
```
Positions in Å, forces in eV/Å.

Calculated values
SMILES: OCC[C@]12C[C@H]3C[C@H](C[C@H](C3)C1)C2
DFT total energy (eV): -14815.35372
Charge: 0
Multiplicity: 1
Energy above the lowest of the compared OMol25 structures with the same formula, charge and spin (kJ/mol): 82.8


[2]
The molecule C12H20O3, computed with wB97M-V/def2-TZVPD.

Structure (XYZ):
```
35
Properties=species:S:1:pos:R:3:forces:R:3
O -0.903861 0.375923 2.725017 1.990 0.228 -1.274
C -0.804247 0.605255 1.531049 -2.120 -0.815 -0.473
O 0.292142 0.767626 0.681478 -1.447 -0.370 1.439
C 1.626815 0.441363 1.109525 0.875 0.293 1.458
O 1.861592 0.941300 2.442806 -0.729 -0.695 -0.490
C 2.648312 1.063241 0.114164 -0.456 2.130 -0.010
C 3.291550 -0.009987 -0.713987 0.308 0.350 -0.335
C 3.221185 -1.108314 0.257018 -0.582 -4.139 -2.625
C 1.973247 -1.041238 1.032665 -1.202 -0.122 0.115
C -2.183389 0.617578 0.756267 -0.453 0.953 0.441
C -2.697300 -0.805108 0.406660 2.346 0.607 -1.705
C -1.833227 -1.386132 -0.753438 2.455 0.506 2.160
C -1.613460 -0.475286 -1.945590 0.235 1.255 -0.411
C -2.463914 0.863539 -1.824841 3.518 -1.210 1.414
C -2.219915 1.583005 -0.440679 0.049 -0.237 -1.675
H 1.258578 0.442819 3.065834 0.717 0.792 -1.060
H 3.378064 1.596404 0.742815 -0.200 -0.123 -0.263
H 2.196079 1.768129 -0.585815 -0.282 0.392 0.587
H 4.346724 0.115655 -0.936133 0.122 0.652 -0.082
H 2.824313 -0.147994 -1.693585 -0.402 -0.265 0.335
H 3.997319 -1.035508 0.884414 3.276 0.239 2.283
H 3.316280 -2.110580 -0.291737 -0.018 1.033 0.994
H 1.970650 -1.598562 1.973709 0.013 0.339 -0.068
H 1.322981 -1.517870 0.356235 -1.756 -0.566 -0.437
H -3.003827 1.007603 1.426153 1.494 -0.315 0.092
H -2.650574 -1.434672 1.257752 -0.008 -0.605 0.870
H -3.698256 -0.748269 0.062637 -1.151 0.238 -0.092
H -2.160407 -2.338321 -1.077910 -0.650 -1.011 -0.163
H -0.769528 -1.572155 -0.348897 -1.606 0.022 -0.166
H -1.923997 -1.097075 -2.789197 0.018 0.691 -0.467
H -0.536397 -0.242441 -2.078257 -0.566 -0.119 0.089
H -3.387476 0.413129 -1.900105 -2.706 0.143 -0.120
H -2.228296 1.536931 -2.619646 -0.178 0.323 -0.668
H -3.078635 2.219496 -0.335624 -0.501 0.425 0.277
H -1.369125 2.310513 -0.490756 -0.403 -1.020 0.034
```
Positions in Å, forces in eV/Å.

Calculated values
SMILES: O=C(OC1(O)CCCC1)C1CCCCC1
DFT total energy (eV): -18909.81721
Charge: 0
Multiplicity: 1
Energy above the lowest of the compared OMol25 structures with the same formula, charge and spin (kJ/mol): 91.6


[3]
The molecule C12H20O3, computed with wB97M-V/def2-TZVPD.

Structure (XYZ):
```
35
Properties=species:S:1:pos:R:3:forces:R:3
C -0.824649 -2.160661 1.538225 -0.784 1.314 1.422
C -0.863035 -1.543099 0.153871 0.505 1.666 1.124
C 0.374942 -0.783359 -0.400619 -0.325 0.769 0.466
C 0.353601 -0.865805 -2.018246 0.599 1.041 1.543
C 0.792005 -2.158430 -2.711435 -4.107 -0.222 -1.374
C 1.760562 -1.334910 0.044601 -2.638 -0.493 -1.900
O 2.026483 -2.506410 0.005592 0.944 1.487 0.882
O 2.602151 -0.254704 0.146131 1.876 -1.178 0.447
C 1.955489 0.915161 0.002910 -1.672 3.014 -0.616
O 2.458844 1.998392 -0.149073 0.823 -1.328 0.199
C 0.458612 0.744265 0.100900 -0.678 -0.670 0.830
C -0.405178 1.874378 -0.587564 -0.616 -0.519 0.151
C -1.997688 1.862023 -0.546907 2.385 -1.616 -0.205
C 0.185938 0.862984 1.655076 0.742 1.689 0.989
C 0.344849 2.317561 2.377654 -2.930 -1.478 1.476
H -1.765917 -2.684156 1.810277 0.622 0.025 -0.554
H 0.014950 -2.786817 1.610498 0.927 -1.276 0.250
H -0.710251 -1.417891 2.373986 -0.066 -0.515 -0.938
H -1.704892 -0.848944 0.156562 -0.032 0.051 -0.472
H -1.035649 -2.296315 -0.530806 -0.737 -1.700 -1.435
H 0.968028 -0.041819 -2.408629 -0.009 -0.042 0.226
H -0.685160 -0.578435 -2.245620 0.291 -0.392 -0.293
H 1.703790 -2.628916 -2.460413 0.867 -0.234 0.651
H 0.814833 -1.890909 -3.810828 0.018 -0.531 1.077
H -0.130239 -2.893715 -2.582606 2.205 0.989 -0.344
H -0.247645 1.845590 -1.634279 0.735 -0.035 -1.161
H -0.085483 2.856844 -0.282656 0.521 0.085 0.351
H -2.215496 1.006396 -1.233804 -0.806 0.645 0.999
H -2.334089 2.780980 -0.975665 -0.223 0.517 -0.416
H -2.362709 1.812515 0.469636 -0.421 -0.484 0.078
H 0.774458 0.206689 2.306792 0.086 -0.263 -0.590
H -0.836822 0.614999 1.848974 -0.597 -0.313 -0.201
H 1.186834 2.510192 3.064819 0.070 -0.121 -1.137
H -0.556774 2.330123 3.135528 1.582 -0.320 -1.027
H -0.014692 3.136204 1.777118 0.843 0.437 -0.499
```
Positions in Å, forces in eV/Å.

Calculated values
SMILES: CCC1(CC)C(=O)OC(=O)C1(CC)CC
DFT total energy (eV): -18909.92865
Charge: 0
Multiplicity: 1
Energy above the lowest of the compared OMol25 structures with the same formula, charge and spin (kJ/mol): 80.9


[4]
A cluster of 2 separate species, C12H21BClNO8P in total, computed with wB97M-V/def2-TZVPD.

Structure (XYZ):
```
45
Properties=species:S:1:pos:R:3:forces:R:3
C 6.077097 -2.493968 -0.410069 -0.797 0.491 -0.516
C 5.535194 -1.707598 -1.780563 2.305 -0.968 0.516
O 4.305011 -1.006584 -1.375754 -2.533 -1.840 -2.450
B 3.161406 -1.325920 -2.252099 2.790 2.195 -1.281
O 3.128746 -0.646497 -3.595681 -1.410 0.009 4.162
C 1.892508 -2.314440 -1.883022 -3.218 -1.595 1.175
C 0.512099 -1.638774 -1.315320 -0.578 -4.028 -0.325
C 0.239958 -0.049642 -1.025276 0.287 -0.476 0.267
C -0.767299 -2.666667 -0.995689 3.256 -1.434 -0.765
C -2.234539 -2.177838 -0.450600 -6.783 -2.543 -1.112
O -3.311929 -2.889634 -0.883454 7.370 4.356 2.435
O -2.503064 -1.080217 0.491890 0.843 -2.080 -3.132
C -0.570514 -4.294355 -1.255397 3.339 2.577 -0.689
C 0.885599 -4.823661 -1.799427 -1.712 3.075 0.797
N 2.035164 -3.836878 -2.091935 -4.631 0.834 1.726
Cl 3.500721 -4.582538 -2.695645 -1.389 1.064 0.606
H 6.998674 -3.179165 -0.641596 -1.738 1.480 0.468
H 6.324922 -1.649153 0.382306 -0.391 -1.940 -1.686
H 5.194110 -3.149294 0.013827 1.807 1.262 -0.830
H 6.409769 -0.976532 -2.118676 -2.260 -1.187 0.708
H 5.368613 -2.441227 -2.687619 0.195 1.400 1.864
H 2.754109 0.273443 -3.356248 1.049 -1.727 -0.924
H 0.054279 0.053830 0.146992 0.130 -0.199 -2.685
H 1.128269 0.667151 -1.281218 -1.489 -1.666 0.347
H -0.688446 0.286628 -1.668421 1.821 -0.755 1.514
H -3.437356 -0.697417 0.333209 1.770 -1.366 0.048
H -1.425593 -5.095862 -1.035852 2.093 2.105 -0.565
H 1.067538 -5.988812 -1.986950 -0.172 3.042 0.371
C -3.671379 4.845673 3.569916 -0.758 0.707 0.565
O -2.623485 4.128906 2.950499 0.145 -0.829 -1.058
P -3.008137 3.117071 1.756660 -0.963 0.144 -0.368
O -4.455519 3.098294 1.367276 2.081 0.068 0.685
O -2.416415 1.706924 2.251100 0.354 1.122 -1.461
C -3.061641 1.071888 3.332603 -0.435 -0.350 0.805
O -1.989792 3.534619 0.582876 -0.259 -1.595 1.148
C -2.198790 4.784199 -0.038151 -0.221 0.902 -0.381
H -4.176233 4.205891 4.298245 -0.064 0.138 -0.085
H -3.244404 5.707671 4.089451 0.102 -0.240 -0.093
H -4.389833 5.212401 2.831851 0.023 -0.153 0.149
H -4.145482 1.207579 3.284017 0.063 0.001 -0.006
H -2.681053 1.478469 4.272714 -0.072 -0.049 -0.025
H -2.840779 0.001930 3.293594 0.062 0.216 -0.100
H -1.872376 5.588438 0.626110 -0.045 -0.022 -0.060
H -3.253141 4.919741 -0.294494 0.087 0.002 0.023
H -1.606586 4.821929 -0.955979 -0.054 -0.150 0.218
```
Positions in Å, forces in eV/Å.

Calculated values
DFT total energy (eV): -53128.31934
Charge: +1
Multiplicity: 1


[5]
The molecule C12H21N3O5S3, computed with wB97M-V/def2-TZVPD.

Structure (XYZ):
```
44
Properties=species:S:1:pos:R:3:forces:R:3
C -4.722108 -2.380042 -1.392991 0.283 -0.162 0.087
C -3.451889 -2.972998 -0.773052 -0.195 0.004 -0.048
N -2.576908 -2.060719 -0.071031 -0.055 -0.178 0.153
C -1.809139 -1.109845 -0.846569 0.052 -0.019 -0.087
C -2.571406 0.227729 -1.171712 -0.430 -0.454 -0.182
N -2.245893 1.362022 -0.336914 -0.185 -0.185 1.076
C -1.597794 2.545764 -0.854463 0.526 0.600 0.135
C -0.066478 2.511475 -0.949813 -0.002 -0.190 -0.311
C 0.475096 1.640450 -2.079885 -0.124 0.172 0.179
O 1.870337 1.481159 -1.909084 -0.059 0.136 0.117
C 2.465013 0.751620 -2.962077 -0.016 -0.015 -0.131
S -2.015079 0.988598 1.260271 0.164 0.177 -0.505
O -3.129350 0.209115 1.702794 -0.005 -0.220 -0.105
O -1.670103 2.173580 1.975379 0.302 0.119 -0.047
C -0.589838 -0.044095 1.046001 0.024 0.278 -0.081
S 0.955281 0.169145 1.769698 -0.234 -0.164 -0.072
C 1.663629 -0.823514 0.553232 0.239 0.140 0.132
S 3.437005 -0.918574 0.390269 -0.058 0.452 -0.084
N 3.867622 0.671828 0.226824 0.216 -0.888 0.039
O 3.699271 -1.587590 -0.843996 -0.253 0.158 -0.153
O 4.020965 -1.398366 1.599889 -0.136 0.231 0.223
C 0.755350 -1.296105 -0.343275 0.187 -0.021 0.181
C -0.552654 -0.832084 -0.072699 -0.076 0.012 0.278
H -5.270349 -1.805928 -0.648901 -0.099 0.085 0.036
H -5.363215 -3.183992 -1.746302 -0.117 -0.049 -0.087
H -4.488755 -1.736265 -2.238242 -0.044 0.105 -0.094
H -3.741334 -3.733863 -0.043279 0.027 -0.067 -0.138
H -2.861918 -3.466294 -1.552111 -0.040 -0.096 0.071
H -3.041481 -1.597242 0.703062 0.061 -0.134 -0.059
H -1.545943 -1.602502 -1.790129 -0.023 0.097 0.073
H -3.637999 0.028308 -1.034338 0.137 -0.110 -0.229
H -2.403406 0.512600 -2.211605 -0.001 0.072 0.076
H -2.033462 2.770586 -1.831666 -0.110 -0.026 0.101
H -1.868950 3.343248 -0.159832 0.030 0.117 -0.298
H 0.287456 3.532434 -1.101363 0.020 0.036 0.036
H 0.341591 2.165805 -0.001150 0.077 0.054 -0.022
H 0.272656 2.115060 -3.052855 0.007 -0.078 0.055
H -0.002332 0.651366 -2.077709 0.023 0.052 -0.072
H 2.026740 -0.247996 -3.043487 0.007 -0.026 -0.004
H 3.521780 0.651103 -2.727581 0.029 -0.043 -0.084
H 2.342216 1.277279 -3.915842 0.033 -0.027 0.023
H 3.337372 1.161903 -0.479955 -0.276 0.086 -0.182
H 3.894093 1.157948 1.107256 0.042 0.062 0.248
H 1.034170 -1.931946 -1.162978 0.054 -0.093 -0.242
```
Positions in Å, forces in eV/Å.

Calculated values
SMILES: CCN[C@H]1CN(CCCOC)S(=O)(=O)c2sc(S(N)(=O)=O)cc21
DFT total energy (eV): -59996.40228
Charge: 0
Multiplicity: 1
Energy above the lowest of the compared OMol25 structures with the same formula, charge and spin (kJ/mol): 9.1


[6]
A structure of composition C12H21N3O5V, computed with wB97M-V/def2-TZVPD.

Structure (XYZ):
```
42
Properties=species:S:1:pos:R:3:forces:R:3
V 0.496911 0.460657 -0.891043 -0.087 0.310 0.317
O 2.444634 0.640037 0.071870 0.067 -0.003 0.037
C 3.258637 -0.365532 -0.568670 -0.012 -0.063 -0.015
C 2.564331 -1.719910 -0.531682 0.027 0.060 -0.007
N 1.197233 -1.625648 -1.062673 0.054 -0.093 0.044
C 0.212329 -2.323266 -0.219978 -0.059 0.068 0.045
C 0.039444 -1.545885 1.106001 0.064 -0.164 0.009
O 0.024780 -2.166952 2.151988 -0.077 0.091 0.030
O -0.050133 -0.259926 0.964961 0.063 0.018 -0.168
C 1.039887 -1.818720 -2.529028 -0.045 0.052 -0.114
C 0.409209 -0.460181 -2.859828 -0.015 -0.141 -0.276
O 1.209521 0.506443 -3.019557 -0.060 -0.003 0.093
O -0.803555 -0.316412 -2.527086 0.018 0.008 -0.011
H 2.239934 0.363169 0.979879 -0.007 0.011 -0.029
H 4.234544 -0.420133 -0.083362 0.001 0.013 0.005
H 3.383993 -0.017770 -1.593025 -0.005 0.021 0.002
H 2.498653 -2.058249 0.505675 -0.008 -0.018 -0.005
H 3.163333 -2.455237 -1.077915 -0.009 -0.021 0.006
H 0.501159 -3.356337 -0.013323 0.015 -0.001 0.012
H -0.746928 -2.312516 -0.739795 0.019 0.008 -0.037
H 0.389616 -2.662007 -2.754432 0.002 -0.012 0.038
H 2.007466 -1.943352 -3.010844 0.017 0.022 0.030
C -1.778715 2.408178 -0.824803 -0.093 0.099 -0.006
C -2.399399 3.817760 -0.643554 0.041 -0.015 0.014
N -1.354211 4.801041 -0.360992 -0.018 0.027 0.001
C -0.649402 4.411929 0.858194 0.011 -0.036 -0.008
C -0.001618 3.012626 0.684298 -0.044 0.115 0.022
N -0.309235 2.497080 -0.667665 0.116 -0.274 0.000
C 0.232578 3.431667 -1.676881 -0.042 0.061 -0.020
C -0.409225 4.829113 -1.475641 0.017 -0.038 0.004
H -1.982791 1.990505 -1.810412 0.021 -0.020 0.001
H -2.148551 1.701711 -0.080150 0.019 -0.012 0.004
H -3.111916 3.830271 0.182378 -0.007 -0.005 -0.005
H -2.929623 4.131979 -1.543533 -0.004 -0.006 -0.003
H -1.364485 4.411344 1.681980 0.001 -0.002 0.002
H 0.104712 5.169747 1.076267 0.002 0.000 0.000
H -0.375421 2.290535 1.410366 0.010 -0.023 -0.009
H 1.084735 3.060108 0.781432 0.005 -0.017 -0.003
H 0.025208 3.014905 -2.661954 0.001 -0.019 0.004
H 1.316697 3.459684 -1.555391 0.002 -0.006 -0.001
H -0.945836 5.145012 -2.371283 0.002 0.001 -0.003
H 0.350477 5.582883 -1.262727 -0.002 0.005 0.001
```
Positions in Å, forces in eV/Å.

Calculated values
DFT total energy (eV): -53181.84982
Charge: 0
Multiplicity: 4
Energy above the lowest of the compared OMol25 structures with the same formula, charge and spin (kJ/mol): 13.2